1.
Density functional theory data (ωB97M-V/def2-TZVPD) for one molecule with the formula C3H5IO.

XYZ file:
```
10
Properties=species:S:1:pos:R:3
I 3.281 0.071 0.042
C 1.389 -0.519 -0.709
C 0.049 0.656 -0.118
C -0.287 -0.616 0.614
O 0.715 -1.456 0.062
H 1.595 -0.681 -1.712
H -0.686 1.145 -0.631
H 0.621 1.445 0.399
H -0.164 -0.750 1.648
H -1.261 -1.047 0.210
```

Total charge: 0
HOMO-LUMO gap (eV): 9.866
E_LUMO (eV): 0.5800
E_HOMO (eV): -9.29
SMILES: I[C@@H]1CCO1

2.
Density functional theory data (ωB97M-V/def2-TZVPD) for one molecule with the formula C3H5IO.

XYZ file:
```
10
Properties=species:S:1:pos:R:3
C -1.042 -0.719 -1.034
C -0.404 -0.460 0.113
C 0.691 0.539 0.086
O 0.418 1.602 1.279
I 2.564 -0.385 0.592
H -2.005 -1.363 -1.159
H -0.964 -0.368 -2.124
H -0.656 -1.061 0.999
H 0.758 1.108 -0.887
H 0.640 1.107 2.133
```

Total charge: 0
HOMO-LUMO gap (eV): 9.838
E_LUMO (eV): 0.2617
E_HOMO (eV): -9.58
SMILES: C=C[C@@H](O)I

Which structure wins on stability? 2 wins.

1.
Density functional theory data (ωB97M-V/def2-TZVPD) for a 4-piece molecular cluster, C16H44N4O4 overall.

XYZ file:
```
68
Properties=species:S:1:pos:R:3
C -16.147 6.837 9.583
O -16.968 7.463 8.546
C -16.459 8.835 8.432
C -15.416 8.988 7.335
C -15.948 8.907 5.877
N -14.285 8.229 7.423
H -16.515 5.821 9.729
H -16.122 7.339 10.550
H -15.092 6.672 9.362
H -17.332 9.464 8.260
H -16.109 9.099 9.430
H -15.209 10.058 7.320
H -15.021 8.969 5.308
H -16.728 9.584 5.529
H -16.342 7.908 5.689
H -14.648 7.346 7.092
H -13.501 8.571 6.887
C -8.601 11.437 8.002
O -9.666 12.332 7.735
C -10.952 12.147 8.299
C -11.688 13.477 8.430
C -12.881 13.454 9.439
N -12.320 13.796 7.160
H -7.739 12.055 8.255
H -8.254 10.944 7.094
H -8.722 10.780 8.863
H -11.609 11.467 7.756
H -10.790 11.721 9.289
H -11.044 14.296 8.749
H -13.650 12.701 9.269
H -13.371 14.428 9.446
H -12.407 13.167 10.378
H -13.124 13.187 7.107
H -11.772 13.326 6.454
C -14.509 15.910 12.388
O -15.764 16.366 12.949
C -16.051 17.689 12.557
C -17.425 18.239 13.009
C -18.657 17.351 12.562
N -17.478 19.600 12.474
H -14.380 16.013 11.310
H -14.498 14.879 12.740
H -13.671 16.407 12.876
H -15.240 18.326 12.910
H -16.147 17.671 11.471
H -17.652 18.405 14.062
H -19.358 17.122 13.364
H -18.310 16.550 11.909
H -19.208 17.858 11.769
H -17.439 19.712 11.471
H -18.400 19.962 12.668
C -14.360 10.412 11.804
O -13.261 11.261 12.071
C -12.709 10.930 13.463
C -12.420 12.329 14.157
C -11.768 12.369 15.604
N -13.775 12.912 14.204
H -14.080 9.360 11.840
H -14.635 10.771 10.812
H -15.302 10.519 12.341
H -13.450 10.377 14.039
H -11.828 10.302 13.329
H -11.814 12.907 13.460
H -12.453 11.968 16.351
H -11.496 13.379 15.908
H -10.882 11.743 15.500
H -14.295 12.668 13.373
H -13.654 13.905 14.338
```

Total charge: 0
HOMO-LUMO gap (eV): 9.689
E_LUMO (eV): 0.5908
E_HOMO (eV): -9.10
SMILES: COC[C@H](C)N.COC[C@H](C)N.COC[C@H](C)N.COC[C@H](C)N

2.
Density functional theory data (ωB97M-V/def2-TZVPD) for a 4-piece molecular cluster, C16H44N4O4 overall.

XYZ file:
```
68
Properties=species:S:1:pos:R:3
C 0.479 -1.429 -0.510
O 0.174 -0.348 0.322
C 0.538 -0.568 1.675
C -0.197 0.463 2.525
C 0.012 0.310 4.013
N -1.628 0.590 2.186
H 0.028 -1.269 -1.494
H 0.034 -2.388 -0.213
H 1.554 -1.514 -0.708
H 0.252 -1.590 1.961
H 1.624 -0.439 1.764
H 0.207 1.424 2.178
H -0.540 1.127 4.479
H 1.068 0.418 4.267
H -0.353 -0.630 4.428
H -2.105 -0.306 2.233
H -1.688 0.862 1.213
C -1.349 -0.857 -5.726
O 0.013 -1.057 -6.090
C 0.876 -0.082 -5.539
C 1.287 -0.439 -4.113
C 1.933 0.767 -3.448
N 2.219 -1.569 -4.078
H -1.437 -0.365 -4.753
H -1.792 -1.847 -5.696
H -1.845 -0.188 -6.437
H 1.762 -0.026 -6.182
H 0.433 0.922 -5.628
H 0.390 -0.745 -3.574
H 2.274 0.555 -2.436
H 1.262 1.626 -3.447
H 2.840 1.042 -3.999
H 1.743 -2.427 -4.331
H 2.948 -1.441 -4.773
C -4.163 -2.583 0.423
O -3.084 -2.966 -0.398
C -2.930 -2.150 -1.560
C -3.859 -2.596 -2.670
C -3.307 -3.765 -3.459
N -4.115 -1.452 -3.605
H -5.146 -2.740 -0.043
H -4.086 -1.527 0.705
H -4.135 -3.228 1.299
H -2.964 -1.084 -1.318
H -1.914 -2.412 -1.870
H -4.835 -2.857 -2.240
H -2.280 -3.526 -3.765
H -3.832 -3.934 -4.399
H -3.263 -4.665 -2.848
H -4.843 -1.739 -4.252
H -4.562 -0.739 -3.032
C 3.705 4.273 2.516
O 3.381 4.305 3.893
C 3.251 3.039 4.475
C 2.926 3.260 5.937
C 2.789 1.949 6.700
N 1.691 4.053 6.129
H 4.448 3.506 2.287
H 4.054 5.272 2.263
H 2.814 4.067 1.907
H 2.479 2.401 4.016
H 4.195 2.477 4.388
H 3.717 3.847 6.409
H 3.096 1.982 7.746
H 3.426 1.163 6.277
H 1.761 1.580 6.702
H 0.893 3.453 5.929
H 1.676 4.751 5.387
```

Total charge: 0
HOMO-LUMO gap (eV): 9.789
E_LUMO (eV): 0.6919
E_HOMO (eV): -9.10
SMILES: COC[C@H](C)N.COC[C@H](C)N.COC[C@H](C)N.COC[C@H](C)N

Which structure wins on stability? 2 wins.

1.
Density functional theory data (ωB97M-V/def2-TZVPD) for a 2-piece molecular cluster, C11H14NO2 overall.

XYZ file:
```
28
Properties=species:S:1:pos:R:3
C 2.298 2.019 -1.422
C 2.295 2.184 -0.072
C 0.962 1.937 -2.042
C 1.045 2.314 0.730
C -0.213 1.691 -1.368
C -0.206 1.758 0.056
C -1.914 0.888 1.745
C -1.134 1.203 0.760
C -2.078 -0.335 2.545
C -0.458 -2.582 -0.395
C 0.454 -2.765 -1.517
N -0.452 -3.311 0.691
O -2.023 -1.474 2.049
O -1.392 -1.637 -0.548
H 3.114 2.094 -2.029
H 3.233 2.532 0.322
H 1.006 2.175 -3.100
H 0.862 3.456 0.758
H -1.155 1.766 -1.882
H -2.633 1.593 2.198
H -2.315 -0.251 3.524
H -0.059 -2.921 -2.475
H 1.168 -3.648 -1.256
H 1.041 -1.836 -1.647
H -0.963 -3.200 1.522
H 0.331 -4.017 0.740
H -1.928 -1.597 0.286
H 1.115 1.965 1.827
```

Total charge: +1
HOMO-LUMO gap (eV): 7.593
E_LUMO (eV): -3.4074
E_HOMO (eV): -11.00

2.
Density functional theory data (ωB97M-V/def2-TZVPD) for an isolated ion of composition C11H14NO2 and charge +1.

XYZ file:
```
28
Properties=species:S:1:pos:R:3
C 1.962 -1.812 -1.828
C 1.787 -0.674 -1.225
C 2.065 0.405 -0.530
O 1.412 1.585 -0.380
C 0.167 1.641 -0.962
C -0.697 0.642 -0.231
C -0.518 -0.823 -0.590
N -1.049 -1.104 -1.727
C -0.798 -1.491 -2.893
O -0.333 -1.710 0.348
C -0.116 -0.954 1.592
C -0.364 0.553 1.332
C -1.510 1.004 2.098
C -1.315 1.808 3.116
H 1.506 -2.763 -1.429
H 2.648 -1.987 -2.669
H 2.857 0.595 0.210
H 0.199 1.477 -2.026
H -0.220 2.674 -0.598
H -1.751 0.720 -0.120
H -1.704 -1.666 -3.500
H 0.234 -1.599 -3.124
H 0.915 -1.192 1.966
H -0.855 -1.264 2.458
H 0.431 1.095 1.794
H -2.525 0.556 1.817
H -2.042 2.101 3.783
H -0.387 2.181 3.317
```

Total charge: +1
HOMO-LUMO gap (eV): 9.136
E_LUMO (eV): -3.8673
E_HOMO (eV): -13.00
SMILES: C=C=COC[C@H]1C(=[N+]=C)OC[C@@H]1C=C

Which structure wins on stability? 1 wins.

1.
Density functional theory data (ωB97M-V/def2-TZVPD) for one molecule with the formula C3H8NOP.

XYZ file:
```
14
Properties=species:S:1:pos:R:3
C 2.566 -0.442 -0.202
C 1.441 0.563 -0.147
P -0.416 0.279 -0.206
C -1.973 -1.019 0.161
N -1.356 1.711 -0.089
O 0.506 0.346 1.099
H 3.198 -0.380 -1.105
H 2.170 -1.414 0.172
H 3.345 0.059 0.551
H -2.806 -0.651 -0.326
H -2.221 -1.303 1.252
H -1.693 -1.978 -0.205
H -2.053 1.714 -0.785
H -0.708 2.515 -0.169
```

Total charge: 0
HOMO-LUMO gap (alpha / beta) (eV): 7.501 / 7.500
E_LUMO (alpha / beta) (eV): 0.0411 / 0.0415
E_HOMO (alpha / beta) (eV): -7.46 / -7.46
SMILES: CC1=[P@](C)(N)O1

2.
Density functional theory data (ωB97M-V/def2-TZVPD) for one molecule with the formula C3H8NOP.

XYZ file:
```
14
Properties=species:S:1:pos:R:3
C -0.515 -0.837 1.669
C -0.115 0.090 0.369
C 1.405 0.005 0.189
O -0.836 1.289 0.192
P -1.351 0.145 -0.892
N -0.419 0.692 -2.217
H 0.122 -1.755 1.645
H -1.588 -1.245 1.595
H -0.493 -0.280 2.638
H 1.847 0.440 1.153
H 1.593 0.507 -0.844
H 1.680 -1.047 -0.173
H -0.771 0.282 -3.070
H -0.558 1.713 -2.254
```

Total charge: 0
HOMO-LUMO gap (eV): 9.734
E_LUMO (eV): 1.0420
E_HOMO (eV): -8.69
SMILES: CC1(C)OP1N

Which structure wins on stability? 2 wins.

1.
Density functional theory data (ωB97M-V/def2-TZVPD) for one molecule with the formula C5H6.

XYZ file:
```
11
Properties=species:S:1:pos:R:3
C -1.263 -2.087 0.595
C -0.514 -1.262 0.135
C 0.392 -0.270 -0.400
C -0.108 1.138 -0.639
C 0.849 0.868 0.478
H -1.926 -2.820 1.000
H 1.112 -0.648 -1.121
H 0.254 1.657 -1.523
H -1.145 1.334 -0.385
H 1.877 1.196 0.365
H 0.472 0.895 1.495
```

Total charge: 0
HOMO-LUMO gap (eV): 10.662
E_LUMO (eV): 1.2174
E_HOMO (eV): -9.44
SMILES: C#CC1CC1

2.
Density functional theory data (ωB97M-V/def2-TZVPD) for a 2-piece molecular cluster, C5H6 overall.

XYZ file:
```
11
Properties=species:S:1:pos:R:3
C -1.355 0.974 -0.080
C -1.521 -0.334 -0.054
C -1.588 -1.625 -0.052
H -1.703 1.693 0.657
H -0.541 1.370 -0.605
H -0.721 -2.004 0.516
H -2.234 -2.251 -0.668
C 2.875 0.761 -0.282
C 2.087 0.275 0.532
H 3.442 1.360 -0.979
H 1.259 -0.219 1.014
```

Total charge: 0
HOMO-LUMO gap (eV): 10.874
E_LUMO (eV): 1.0557
E_HOMO (eV): -9.82
SMILES: C=C=C.C#C

3.
Density functional theory data (ωB97M-V/def2-TZVPD) for one molecule with the formula C5H6.

XYZ file:
```
11
Properties=species:S:1:pos:R:3
C -0.742 0.485 1.282
C -0.930 -0.679 0.711
C -0.473 -1.299 -0.344
C 0.515 -0.454 -1.021
C 0.894 0.730 -0.554
H -1.452 1.288 1.127
H -0.211 0.541 2.226
H -0.744 -2.270 -0.715
H 0.894 -0.823 -1.962
H 0.644 1.179 0.383
H 1.605 1.301 -1.135
```

Total charge: 0
HOMO-LUMO gap (eV): 9.805
E_LUMO (eV): 1.1633
E_HOMO (eV): -8.64
SMILES: C=C=CC=C

Which structure wins on stability? 1 wins.